[1]
ORCA calculation (ωB97M-V/def2-TZVPD) on a molecular structure, C20H43AlN2P3S at a distorted geometry.

```
70
Properties=species:S:1:pos:R:3:lowdin_charge:R:1
Al 0.09 1.43 2.37 -0.014
P -2.12 -1.32 -2.87 0.906
P 1.96 -1.21 -0.42 0.622
P -1.87 1.96 1.31 0.813
H 1.88 3.20 1.65 0.031
C 0.97 3.11 2.21 -0.344
C 0.96 2.74 3.62 -0.199
H 1.83 2.36 4.15 0.060
C -2.44 -0.70 -4.54 -0.185
C -1.52 -3.02 -3.07 -0.209
C -3.74 -1.39 -2.07 -0.196
C 3.58 -1.92 -0.21 -0.207
C 0.74 -2.53 -0.29 -0.179
C 1.84 -0.40 -2.01 -0.192
C -2.60 3.42 2.11 -0.206
C -3.08 0.65 1.65 -0.262
C -1.99 2.21 -0.49 -0.214
H 0.23 3.85 1.89 0.050
H 0.36 3.39 4.26 0.055
H -3.07 -1.34 -5.17 0.093
H -1.49 -0.57 -5.06 0.071
H -2.94 0.26 -4.47 0.073
H -2.11 -3.62 -3.77 0.090
H -1.52 -3.56 -2.11 0.057
H -0.50 -3.02 -3.46 0.067
H -4.41 -2.15 -2.49 0.092
H -4.26 -0.43 -2.17 0.074
H -3.63 -1.62 -1.00 0.039
H 3.47 -2.90 -0.70 0.075
H 3.82 -2.08 0.85 0.083
H 4.34 -1.27 -0.67 0.084
H 0.80 -3.04 -1.26 0.065
H -0.29 -2.16 -0.17 0.051
H 1.00 -3.27 0.49 0.060
H 2.32 -1.11 -2.68 0.085
H 2.34 0.58 -2.03 0.046
H 0.78 -0.25 -2.25 0.023
H -3.63 3.64 1.78 0.075
H -2.00 4.31 1.88 0.064
H -2.63 3.26 3.19 0.071
H -4.12 0.99 1.59 0.074
H -2.91 0.24 2.64 0.032
H -2.97 -0.17 0.92 0.022
H -2.57 3.10 -0.78 0.074
H -2.46 1.36 -1.01 0.015
H -0.98 2.32 -0.91 0.034
C 3.32 1.67 0.05 -0.460
C 2.69 2.49 -0.89 -0.162
C 3.46 3.09 -1.88 -0.050
C 4.86 3.02 -1.80 -0.022
C 5.47 2.42 -0.68 -0.036
C 4.70 1.77 0.29 -0.056
S 2.14 0.43 0.84 0.772
H -1.14 -0.52 -2.15 0.034
H 1.61 2.55 -0.91 0.103
H 2.98 3.63 -2.70 0.127
H 5.47 3.45 -2.60 0.132
H 6.56 2.47 -0.57 0.132
H 5.22 1.27 1.12 0.132
C -2.49 -2.71 2.58 0.028
N -1.04 -2.58 2.89 -0.149
C -0.20 -3.75 3.12 0.018
C -0.48 -1.43 2.87 -0.153
N -0.11 -0.30 2.86 0.193
H -2.81 -3.64 3.02 0.110
H -2.66 -2.71 1.50 0.081
H -3.05 -1.87 3.01 0.096
H 0.30 -4.07 2.19 0.077
H 0.59 -3.52 3.86 0.124
H -0.87 -4.52 3.51 0.111
```

- Charge: +3



[2]
ORCA calculation (ωB97M-V/def2-TZVPD) on CH2O2S in the gas phase at a distorted geometry.

```
6
Properties=species:S:1:pos:R:3:lowdin_charge:R:1
C -0.72 -0.53 0.15 -0.148
S 0.47 0.56 0.07 0.950
O 2.06 -0.14 -0.73 -0.453
O 0.30 1.98 0.02 -0.366
H -1.64 -0.38 0.51 0.008
H -0.47 -1.49 -0.02 0.009
```

- SMILES: C=S(=O)=O



[3]
ORCA calculation (ωB97M-V/def2-TZVPD) on a molecular structure, C10H25ClIN2P2Pt at a distorted geometry.

```
42
Properties=species:S:1:pos:R:3:lowdin_charge:R:1
C 0.65 -0.03 2.14 -0.104
I -2.88 -2.14 1.06 1.151
H 1.58 0.37 1.60 0.097
H 1.05 -0.99 2.43 0.100
H 0.53 0.82 2.78 0.107
Pt 0.88 0.35 -1.18 0.644
P 1.05 -1.93 -0.78 0.692
C 0.57 -3.53 0.16 -0.191
C 0.44 -2.52 -2.43 -0.229
H 0.61 -3.59 -2.48 0.065
H 3.07 -3.07 -0.56 0.089
H 0.93 -2.03 -3.27 0.035
H 3.33 -1.43 -1.39 0.038
H -0.54 -3.57 0.26 -0.011
H -0.64 -2.36 -2.50 0.063
C 2.80 -1.99 -0.59 -0.272
H 0.96 -4.40 -0.41 0.094
H 3.03 -1.55 0.39 0.063
H 1.08 -3.47 1.15 0.066
P -0.25 2.33 -1.07 0.680
C -1.57 3.33 -0.22 -0.213
C 1.18 3.40 -0.94 -0.255
H -0.39 1.99 -3.56 0.039
H -1.61 3.13 -2.98 0.069
H -1.84 1.43 -2.70 0.063
C -1.08 2.22 -2.74 -0.228
H 1.97 3.15 -1.67 0.041
H 0.85 4.45 -1.02 0.091
H -1.86 4.29 -0.71 0.106
H -1.14 3.57 0.77 0.055
H 1.54 3.25 0.09 0.063
H -2.46 2.69 -0.12 0.058
Cl 2.26 0.58 -2.88 0.283
N -1.59 -1.02 3.25 0.077
C -2.14 0.22 3.19 -0.005
C -1.71 0.83 2.03 0.035
N -0.63 -0.03 1.45 -0.190
C -1.13 -1.37 1.93 -0.779
H -1.90 -1.72 3.90 0.168
H -2.79 0.57 3.97 0.167
H -1.91 1.89 1.72 0.116
H -0.31 -2.10 1.93 0.061
```

- Charge: +3
- Expectation value of S²: 6.0333
- Spin multiplicity: 5



[4]
ORCA calculation (ωB97M-V/def2-TZVPD) on 2 unconnected molecules or ions with the total composition CH5N2S at a distorted geometry.

```
9
Properties=species:S:1:pos:R:3:lowdin_charge:R:1
C 0.24 -0.60 0.11 -0.266
N -0.68 -1.35 -0.53 0.126
N 0.18 0.70 0.30 -0.403
S 1.13 1.83 1.23 0.866
H 1.05 -1.23 0.54 0.166
H -0.26 -2.35 -0.75 0.193
H -1.44 -0.97 -1.11 0.138
H -1.07 1.30 -0.11 0.340
H 0.84 2.67 0.32 -0.160
```

- Charge: +1



For each record above, in turn, the calculated energy relative to the best compared isomer or geometry (same formula, charge and spin) values are 33.10, 135.45, 0.00, 57.53 kcal per mole.